No. 1
Molecular formula: C14H24MnN2O6
Method: DFT, ωB97M-V with the def2-TZVPD basis set

```
47
Properties=species:S:1:pos:R:3:forces:R:3
Mn -4.29222 0.98260 -27.14426 1.8 -1.2 1.8
C -3.25598 0.14608 -23.13388 2.6 -1.0 0.6
C -2.04121 -0.44491 -22.53207 -0.4 0.0 1.0
C -0.77117 -0.62318 -23.51553 0.0 -0.4 -1.4
O 0.27592 -1.05390 -23.06846 -0.1 0.1 0.5
C -0.92118 -0.33553 -24.97383 -0.5 -0.6 2.9
C -2.08457 0.17990 -25.41822 0.7 0.7 -0.7
C -3.27283 0.41420 -24.47403 -1.2 0.5 0.2
O -4.37772 0.91597 -24.94257 0.4 -0.1 -1.8
O -2.08838 0.56800 -26.65995 -2.7 0.3 -0.2
O -1.93702 -0.81175 -21.33915 -0.1 0.7 -2.4
H -4.11810 0.37999 -22.52688 0.0 -0.1 0.0
H -0.16812 -0.49023 -25.73237 0.4 -0.1 0.4
C -6.69631 -1.59294 -26.33077 -0.7 -0.2 0.1
C -6.36420 -1.12108 -27.71945 -1.2 0.6 -0.2
C -7.10354 0.21973 -28.07782 2.3 -2.7 1.0
O -6.34443 1.24851 -27.39921 -3.1 -0.2 -1.2
C -7.14252 2.39005 -27.58179 0.6 2.3 0.2
N -4.90950 -0.97897 -27.87738 -0.8 -0.7 0.1
H -7.77018 -1.75693 -26.24127 -0.2 0.1 -0.2
H -6.45011 -0.85176 -25.57042 0.5 -0.3 0.1
H -6.28955 -2.59352 -26.18412 0.5 0.2 0.5
H -6.71466 -1.87075 -28.42885 -0.2 -0.1 -0.2
H -8.11762 0.16664 -27.68171 -0.1 0.2 -0.2
H -7.02454 0.26642 -29.16395 -0.3 0.9 -0.2
H -6.53401 3.23669 -27.26398 -0.2 0.1 0.3
H -8.09988 2.40935 -27.06102 0.1 -0.5 0.5
H -7.38780 2.62508 -28.61750 0.2 -0.6 -0.4
H -4.54548 -1.83219 -27.47788 0.6 -0.1 0.4
H -4.73517 -1.11571 -28.86278 0.4 0.4 -0.7
C -2.75539 3.13842 -30.53738 0.2 -0.4 1.1
C -3.06772 2.59023 -29.10793 0.5 1.4 -1.1
C -3.68452 3.62491 -28.18166 0.2 0.1 -0.5
O -3.97814 3.05076 -26.89761 -0.2 2.4 -0.2
C -4.15649 4.09942 -25.90570 0.8 -0.2 0.1
N -3.94643 1.44978 -29.22312 0.7 -0.1 -0.2
H -3.64582 3.35717 -31.12677 0.0 0.3 0.2
H -2.24909 2.31418 -31.03978 0.1 0.0 -0.2
H -2.03723 3.95361 -30.44905 -0.2 0.3 -0.3
H -2.08550 2.30784 -28.72898 -0.3 -0.4 0.5
H -4.59795 4.02303 -28.62352 -0.4 -0.1 -0.1
H -3.00546 4.47639 -28.13734 0.2 0.0 0.5
H -4.66783 3.72057 -25.02078 0.2 -0.4 -0.2
H -4.65925 5.00725 -26.23916 -0.6 -0.3 -0.7
H -3.16176 4.47564 -25.66681 0.2 -0.3 0.4
H -3.44992 0.83292 -29.85009 0.2 -1.1 0.0
H -4.71362 1.69785 -29.83139 -1.0 0.3 -0.2
```
Forces are in eV/Å.

<S²>	12.003
HOMO (alpha / beta)	-0.65 / -4.13	eV
net charge	-1
spin multiplicity	7

---

No. 2
Molecular formula: C4H2O2
Method: DFT, ωB97M-V with the def2-TZVPD basis set

```
8
Properties=species:S:1:pos:R:3:forces:R:3
O -1.45124 1.05806 0.70090 0.2 -0.4 -0.4
C -1.28494 0.11400 -0.02564 -0.2 0.4 0.2
C 0.08551 -1.90447 0.04748 -0.1 0.7 -0.1
C 0.04739 -0.60178 -0.05591 0.0 -0.7 0.0
C 1.26798 0.29469 0.00881 0.6 -0.1 0.0
O 2.39231 -0.05668 -0.21618 -0.6 0.2 0.1
H -2.05278 -0.23786 -0.73287 0.0 0.0 0.2
H 0.99577 1.33404 0.27339 0.0 -0.1 0.0
```
Forces are in eV/Å.

HOMO	-10.84	eV
net charge	0
spin multiplicity	1